Entry A
{"formula": "C5H12N3", "method": "the ωB97M-V functional and the def2-TZVPD basis", "spin_multiplicity": 3, "total_charge": 1, "homo_lumo_gap_ev": [9.08, 8.43], "homo_energy_ev": [-12.3956, -15.3485], "elements": ["C", "C", "C", "C", "C", "N", "N", "N", "H", "H", "H", "H", "H", "H", "H", "H", "H", "H", "H", "H"], "xyz": [[1.324, 0.968, 1.440], [0.842, 2.241, -0.506], [-0.954, -1.025, -1.622], [-1.133, -1.793, 0.882], [-0.264, -1.535, -0.403], [0.881, -0.067, 0.906], [0.982, 2.146, 0.915], [0.672, -0.504, -0.155], [1.812, 0.987, 2.480], [0.539, 1.256, -0.874], [-0.077, 2.837, -0.726], [-0.303, -0.835, -2.434], [-1.623, -1.851, -1.923], [-1.557, -0.155, -1.467], [-1.780, -0.962, 0.962], [-0.471, -1.925, 1.824], [-1.722, -2.821, 0.711], [0.255, -2.478, -0.618], [0.901, 2.861, 1.528], [1.677, 2.656, -0.919]]}

=====

Entry B
{"formula": "C5H12N3", "method": "the ωB97M-V functional and the def2-TZVPD basis", "spin_multiplicity": 3, "total_charge": 1, "homo_lumo_gap_ev": [6.50, 9.13], "homo_energy_ev": [-9.1068, -15.7053], "elements": ["C", "C", "C", "C", "C", "N", "N", "N", "H", "H", "H", "H", "H", "H", "H", "H", "H", "H", "H", "H"], "xyz": [[-0.063, -0.161, -1.666], [0.722, 0.797, -0.745], [0.128, 0.429, 0.628], [-0.995, 1.459, 1.004], [0.523, -2.032, 0.754], [-0.567, -1.219, -1.040], [-0.225, 0.089, -2.917], [-0.362, -0.965, 0.469], [1.710, 0.501, -0.756], [0.779, 1.895, -0.849], [0.927, 0.545, 1.374], [-1.748, 1.069, 1.609], [-1.560, 1.789, 0.103], [-0.535, 2.335, 1.446], [0.090, -2.918, 0.280], [1.523, -1.897, 0.510], [0.585, -2.125, 1.770], [0.000, 1.008, -3.303], [-0.858, -0.536, -3.584], [-1.299, -0.974, 0.866]]}

=====

Stability, lowest: entry B

=====

Entry A
{"formula": "C6H9N3O", "method": "the ωB97M-V functional and the def2-TZVPD basis", "homo_lumo_gap_ev": [8.77, 7.71], "homo_energy_ev": [-8.2617, -7.8020], "elements": ["C", "C", "C", "C", "C", "C", "N", "N", "N", "O", "H", "H", "H", "H", "H", "H", "H", "H", "H"], "xyz": [[-2.332, 1.502, -0.382], [-1.474, 0.559, 0.220], [-2.117, -0.616, 0.405], [1.917, -0.653, -1.053], [1.336, 0.106, 0.021], [1.907, 1.234, 0.822], [-3.463, 0.921, -0.596], [-3.408, -0.305, -0.033], [-1.917, -1.848, 0.954], [1.597, -1.184, 0.303], [-2.277, 2.504, -0.712], [1.411, -1.247, -1.834], [2.993, -0.442, -1.296], [1.024, 1.890, 1.068], [2.686, 1.796, 0.291], [2.239, 0.812, 1.843], [-4.012, -1.127, -0.319], [-0.976, -2.279, 0.668], [-2.584, -2.451, 0.682]]}

=====

Entry B
{"formula": "C6H9N3O", "method": "the ωB97M-V functional and the def2-TZVPD basis", "smiles": "c1cnccn1.CC(N)=O", "homo_lumo_gap_ev": 10.23, "homo_energy_ev": -9.8173, "elements": ["C", "C", "N", "C", "C", "N", "H", "H", "H", "H", "C", "C", "N", "O", "H", "H", "H", "H", "H"], "xyz": [[3.274, 0.176, -0.064], [4.074, 1.316, -0.125], [3.558, 2.552, -0.170], [2.219, 2.616, -0.152], [1.419, 1.475, -0.092], [1.935, 0.239, -0.047], [3.724, -0.825, -0.029], [5.169, 1.234, -0.138], [1.768, 3.616, -0.188], [0.324, 1.557, -0.079], [-4.136, -1.750, 0.150], [-2.849, -0.957, 0.090], [-1.711, -1.714, 0.103], [-2.814, 0.264, 0.034], [-4.991, -1.053, 0.134], [-4.188, -2.348, 1.075], [-4.221, -2.430, -0.715], [-1.743, -2.736, 0.150], [-0.810, -1.232, 0.064]]}

=====

Entry C
{"formula": "C6H9N3O", "method": "the ωB97M-V functional and the def2-TZVPD basis", "smiles": "CC(=O)Nc1nccn1C", "homo_lumo_gap_ev": 9.49, "homo_energy_ev": -8.7961, "elements": ["C", "C", "O", "N", "C", "N", "C", "C", "N", "C", "H", "H", "H", "H", "H", "H", "H", "H", "H"], "xyz": [[-3.075, -0.726, -0.012], [-1.731, -0.187, 0.330], [-1.547, 0.714, 1.069], [-0.694, -0.899, -0.293], [0.647, -0.723, -0.037], [1.453, -1.683, 0.173], [2.710, -1.124, 0.416], [2.611, 0.218, 0.281], [1.238, 0.429, -0.004], [0.762, 1.810, -0.337], [-3.203, -1.735, 0.064], [-3.652, -0.153, 0.545], [-3.379, -0.319, -1.068], [-1.125, -1.349, -0.959], [3.789, -1.797, 0.515], [3.305, 1.002, 0.438], [0.466, 2.280, 0.624], [-0.307, 1.666, -1.026], [1.732, 2.577, -0.720]]}

=====

Stability, lowest: entry A

=====

Entry A
{"formula": "C2H7N3OS", "method": "the ωB97M-V functional and the def2-TZVPD basis", "smiles": "CN/C(=N/S)NO", "homo_lumo_gap_ev": 8.68, "homo_energy_ev": -8.1336, "elements": ["C", "N", "C", "N", "S", "N", "O", "H", "H", "H", "H", "H", "H", "H"], "xyz": [[1.073, -1.745, -0.090], [0.973, -0.329, -0.025], [-0.229, 0.304, -0.135], [-1.354, -0.427, -0.143], [-3.063, 0.256, -0.127], [-0.236, 1.694, -0.371], [0.908, 2.425, -0.060], [1.060, -2.125, -1.246], [2.116, -2.072, 0.136], [0.326, -2.248, 0.634], [1.840, 0.243, -0.349], [-3.614, -0.576, 0.735], [-1.027, 2.219, 0.113], [1.226, 2.381, 0.928]]}

=====

Entry B
{"formula": "C2H7N3OS", "method": "the ωB97M-V functional and the def2-TZVPD basis", "smiles": "N/N=C(\\CO)NS", "homo_lumo_gap_ev": 9.69, "homo_energy_ev": -8.8715, "elements": ["N", "N", "C", "C", "O", "N", "S", "H", "H", "H", "H", "H", "H", "H"], "xyz": [[-1.720, 1.531, 0.067], [-0.350, 1.090, 0.010], [-0.183, -0.163, 0.138], [-1.396, -1.065, 0.388], [-2.419, -0.904, -0.530], [1.094, -0.766, 0.107], [2.570, 0.093, -0.030], [-2.011, 1.415, 1.050], [-1.705, 2.477, -0.263], [-1.012, -2.073, 0.227], [-1.655, -0.962, 1.453], [-2.593, 0.060, -0.680], [1.151, -1.644, -0.387], [2.355, 0.855, -1.123]]}

=====

Stability, lowest: entry A

=====

Entry A
{"formula": "C2H7N3OS", "method": "the ωB97M-V functional and the def2-TZVPD basis", "homo_lumo_gap_ev": 6.43, "homo_energy_ev": -8.4109, "elements": ["C", "C", "H", "H", "H", "H", "H", "H", "H", "N", "N", "N", "O", "S"], "xyz": [[0.275, 1.895, -0.195], [-0.187, -0.657, -0.317], [-0.151, 2.527, 0.732], [1.458, 1.764, -0.261], [-0.177, 2.324, -1.249], [-1.352, 0.821, 0.135], [0.951, -2.079, -1.053], [2.318, -1.366, 1.310], [-2.614, -1.923, 1.611], [-0.410, 0.632, 0.072], [1.011, -1.075, -0.811], [-1.184, -1.462, -0.300], [-2.379, -0.726, 0.137], [2.439, -0.675, 0.188]]}

=====

Entry B
{"formula": "C2H7N3OS", "method": "the ωB97M-V functional and the def2-TZVPD basis", "smiles": "C/N=C(\\NO)NS", "homo_lumo_gap_ev": 9.92, "homo_energy_ev": -9.2192, "elements": ["C", "N", "C", "N", "O", "N", "S", "H", "H", "H", "H", "H", "H", "H"], "xyz": [[-1.872, -0.518, -0.929], [-1.127, 0.438, -0.064], [0.025, 0.254, 0.356], [0.953, -0.801, 0.051], [1.048, -0.984, -1.334], [0.481, 1.107, 1.392], [2.062, 1.878, 1.269], [-1.726, -0.102, -1.967], [-1.572, -1.606, -0.806], [-2.945, -0.376, -0.507], [1.862, -0.776, 0.440], [0.413, -1.821, -1.562], [-0.303, 1.829, 1.251], [2.701, 1.479, 2.410]]}

=====

Stability, lowest: entry A